Record 1
ORCA calculation (wB97M-V/def2-TZVPD) on C16H34BrI2P as an isolated structure in a non-equilibrium geometry.

Calculated values
* E_LUMO: -0.97 eV
* Kohn-Sham gap: 6.483 eV
* HOMO level: -7.45 eV
* total energy: -112672.7672 eV
* 2S+1: 1

Structure (XYZ):
```
54
Properties=species:S:1:pos:R:3:forces:R:3
C 3.128483 2.480296 0.710837 0.09 -0.34 0.04
C 4.078847 1.463169 -0.082104 -0.56 1.28 0.45
C 3.626483 1.499779 -1.595261 0.73 -0.13 -0.07
C 3.911854 0.181096 -2.407984 -0.19 -0.49 0.68
C 3.262989 -1.127866 -1.749533 0.56 1.23 -0.64
C 1.703339 -0.964443 -1.650337 -0.23 -1.40 -0.27
C 0.999755 -1.830927 -0.531019 -0.41 0.26 0.24
C 1.746728 -1.869316 0.861445 -0.13 0.03 0.11
C 0.812656 -1.651396 2.117987 0.79 -0.83 0.01
C -0.600559 -2.359407 2.031431 -0.15 1.35 0.47
C -1.705592 -1.200088 2.063307 -0.12 -0.41 -0.55
C -2.979076 -1.528715 1.176897 0.56 0.68 1.07
C -2.857650 -1.003879 -0.321273 1.97 0.87 0.38
P -4.280255 0.071727 -0.865763 1.73 -1.63 -0.26
C -3.728791 1.855041 -1.156713 -1.23 0.67 0.48
I -1.917469 1.962959 -2.386644 -0.80 -0.49 0.42
C -3.636780 2.705959 0.173635 1.26 -0.09 0.18
C -2.513897 2.236074 1.171420 -0.36 -0.17 -0.41
I -3.116952 4.761363 -0.436626 -0.49 -0.40 0.39
H 2.684775 3.239732 0.008444 0.59 -0.63 0.67
H 3.691837 3.023911 1.516117 -0.62 -0.53 -0.68
H 2.259803 1.940329 1.176885 0.78 0.45 -0.36
H 4.040794 0.454689 0.395650 -0.09 0.78 -0.52
H 5.120424 1.857005 0.083318 -0.84 -0.59 -0.57
H 2.545743 1.818178 -1.613758 1.05 -0.50 -0.20
H 4.228012 2.319548 -2.086586 -0.80 -0.66 0.42
H 3.558687 0.267451 -3.472249 0.37 0.07 0.96
H 5.024030 0.023728 -2.400996 -0.91 0.17 -0.25
H 3.584581 -1.994231 -2.396609 -0.65 0.71 0.69
H 3.787509 -1.262237 -0.772339 -0.74 -0.03 -0.65
H 1.284269 -1.325171 -2.637230 0.33 0.55 0.91
H 1.347469 0.088494 -1.534050 0.69 -0.72 0.02
H 0.798234 -2.889889 -0.865157 0.38 1.09 0.17
H -0.028992 -1.382452 -0.385632 1.05 -0.47 -0.11
H 2.544074 -1.071856 0.916812 -0.76 -0.88 -0.16
H 2.252476 -2.869566 0.956744 -0.32 0.99 -0.06
H 1.369524 -2.071466 3.006692 -0.50 0.53 -0.84
H 0.733308 -0.545186 2.303735 -0.23 -1.04 -0.18
H -0.731133 -3.018797 1.135419 0.26 0.68 0.68
H -0.739362 -3.000417 2.944942 0.04 0.52 -0.96
H -1.978883 -1.052590 3.139329 0.01 -0.01 -0.91
H -1.285999 -0.224614 1.695215 -0.07 -0.98 0.43
H -3.875925 -1.056462 1.680131 0.74 -0.65 -0.57
H -3.111130 -2.637260 1.195968 -0.11 1.20 -0.19
H -1.921112 -0.366041 -0.449574 -1.04 -0.37 0.39
H -2.799119 -1.930192 -1.025213 0.08 2.11 0.94
H -5.325272 0.042361 0.111350 0.40 0.15 -0.67
H -4.706007 -0.453950 -2.125471 -0.13 0.53 0.72
H -4.534980 2.330370 -1.787764 0.90 -0.56 0.50
H -4.601442 2.792357 0.730215 0.58 -0.14 -0.84
H -2.296461 3.027007 1.931998 -0.29 -0.76 -0.65
H -2.853365 1.294721 1.687486 0.37 0.87 -0.42
H -1.575841 2.017123 0.595997 -0.78 0.21 0.60
Br -4.424638 -3.066053 -0.783522 -2.75 -2.06 -1.05
```
Positions in Å, forces in eV/Å.

natural (NBO) atomic charge list, values in e, 6 entries: atom 1 (C): -0.6144, atom 2 (C): -0.4126, atom 3 (C): -0.4075, atom 4 (C): -0.3927, atom 5 (C): -0.4104, atom 6 (C): -0.4132

Record 2
ORCA calculation (wB97M-V/def2-TZVPD) on C19H43OP3ScSe as an isolated structure in a non-equilibrium geometry.

Calculated values
* relative energy (zero: lowest compared OMol25 entry of this formula, charge and spin): 51.09 kJ/mol
* E_LUMO (spin up / spin down): -13.43 / -13.36 eV
* Kohn-Sham gap (spin up / spin down): 3.537 / 3.630 eV
* HOMO level (spin up / spin down): -16.97 / -16.99 eV
* total energy: -136332.7534 eV
* 2S+1: 1
* net charge: +3

Structure (XYZ):
```
68
Properties=species:S:1:pos:R:3:forces:R:3
Sc -0.034851 0.602701 -0.004259 -1.32 0.24 1.05
P -2.362218 1.064763 -1.091072 -1.76 0.34 -1.07
P -1.755549 -0.019113 2.264450 -0.31 0.11 1.23
P -0.784044 -2.099304 -0.186590 0.52 -0.86 -0.46
H 5.646803 0.635941 -3.766437 -0.27 -0.08 -0.40
C 4.895388 0.260630 -4.472574 -0.37 0.02 -0.77
C 3.571446 0.378169 -4.289686 1.23 -0.22 -0.58
H 3.198956 0.854086 -3.382845 -0.34 -0.15 -0.31
C -2.656273 2.854020 -1.349653 0.34 0.34 0.06
C -4.055487 0.564410 -0.565714 0.07 -0.28 0.42
C -2.338991 0.439321 -2.818882 0.37 0.01 0.01
C -0.818629 -0.559702 3.754168 0.25 -0.02 -0.24
C -2.565366 1.477712 2.958572 0.20 0.21 -0.17
C -3.183525 -1.182849 2.434415 -0.06 -0.06 -0.54
C 0.238520 -2.865706 -1.507786 -0.04 0.17 0.07
C -2.407982 -2.837192 -0.592356 -0.35 0.23 0.02
C -0.278997 -3.160032 1.229810 0.08 0.23 -0.03
H 5.281360 -0.155870 -5.424384 -0.17 0.27 0.81
H 2.925871 0.034705 -5.112610 -0.02 0.31 0.79
H -1.711911 3.363684 -1.594864 -0.36 -0.05 -0.06
H -3.073587 3.323205 -0.444938 0.12 -0.21 -0.28
H -3.365035 2.990002 -2.179578 0.21 -0.02 0.27
H -4.300184 0.968587 0.428194 0.09 -0.11 -0.35
H -4.157031 -0.529247 -0.534064 0.05 0.33 -0.04
H -4.790961 0.957961 -1.283036 0.34 -0.05 0.11
H -1.345861 0.607357 -3.255160 -0.22 -0.05 -0.07
H -3.080207 0.993850 -3.406571 0.13 -0.19 0.09
H -2.559360 -0.635246 -2.865946 0.05 0.31 0.05
H -1.501691 -0.637204 4.613214 0.29 0.05 -0.24
H -0.029619 0.170841 3.965228 -0.14 -0.10 0.18
H -0.341376 -1.532252 3.573134 -0.16 0.22 0.15
H -3.076043 1.197644 3.889804 0.12 0.16 -0.24
H -3.297590 1.890244 2.254198 0.10 -0.05 0.19
H -1.814362 2.250006 3.175357 -0.22 -0.19 0.01
H -3.665760 -1.006828 3.406550 0.24 0.03 -0.25
H -2.865342 -2.228844 2.395569 -0.06 0.22 0.03
H -3.925677 -1.012549 1.645187 0.15 -0.09 0.27
H 0.272222 -3.943972 -1.324372 -0.07 0.11 -0.26
H 1.255063 -2.463535 -1.488655 -0.15 -0.06 -0.06
H -0.212445 -2.656162 -2.485897 0.20 -0.09 0.16
H -2.264311 -3.898528 -0.833435 0.03 0.23 0.05
H -2.860990 -2.341293 -1.458143 0.10 -0.17 0.14
H -3.104569 -2.766555 0.249531 0.15 -0.01 -0.20
H -0.077335 -4.164263 0.843502 -0.07 0.12 0.16
H -1.052532 -3.222491 1.999231 0.19 0.03 -0.09
H 0.637165 -2.753029 1.667859 -0.07 -0.23 0.10
C 3.407670 -0.854881 0.629145 -1.47 0.92 1.19
C 3.832398 -0.120580 -0.493126 0.02 0.57 -1.08
C 4.771573 -0.645966 -1.343389 -0.57 1.68 -0.53
C 5.370195 -1.877683 -1.102032 -0.02 -0.55 0.56
C 4.987818 -2.609909 0.041949 -0.69 -0.13 0.88
C 4.013426 -2.098752 0.901668 1.41 -1.74 0.21
Se 2.059447 -0.185795 1.697327 1.58 -1.29 -0.32
H 1.228681 -0.209781 -0.937742 0.08 0.22 -0.31
H 3.332134 0.829467 -0.672721 0.40 -0.22 -0.24
H 4.992780 -0.086080 -2.251774 0.15 -0.34 0.49
H 6.123108 -2.249636 -1.793704 -0.11 -0.07 0.15
H 5.436761 -3.578186 0.267833 -0.10 0.29 -0.12
H 3.727511 -2.660324 1.793584 0.10 0.14 -0.27
C 0.248150 4.756149 2.179200 -0.32 -0.19 -0.22
C -0.456483 3.928099 1.117730 0.24 0.17 -0.19
O 0.289739 2.652726 0.884087 -0.13 -0.69 -0.26
H 0.248579 4.262491 3.158233 -0.03 0.06 -0.20
H -0.313046 5.689254 2.271543 0.17 0.01 0.09
H 1.277696 5.004214 1.891795 -0.22 -0.01 -0.01
H -1.473364 3.643479 1.396277 0.25 -0.09 0.10
H -0.507664 4.427043 0.141649 0.17 -0.01 0.35
H 1.195788 2.776577 1.194002 0.00 0.29 0.05
```
Positions in Å, forces in eV/Å.

natural (NBO) atomic charge list, values in e, 6 entries: atom 1 (Sc): 1.6437, atom 2 (P): 0.6643, atom 3 (P): 0.7207, atom 4 (P): 0.7361, atom 5 (H): 0.1830, atom 6 (C): -0.3787

Record 3
ORCA calculation (wB97M-V/def2-TZVPD) on a 4-piece molecular cluster, C23H40ClN5O9PS overall in a non-equilibrium geometry.

Calculated values
* E_LUMO: -5.26 eV
* Kohn-Sham gap: 5.568 eV
* HOMO level: -10.83 eV
* total energy: -83012.7837 eV
* 2S+1: 1
* net charge: +1

Structure (XYZ):
```
80
Properties=species:S:1:pos:R:3:forces:R:3
C 0.865420 -2.684143 1.075998 0.10 0.33 0.00
C 0.328219 -1.358786 1.862607 1.51 -0.82 -0.12
S -1.523843 -1.220536 1.853005 0.11 0.06 -0.33
C -2.090653 0.247316 0.832088 0.40 0.75 -0.95
C -1.059910 0.596832 -0.376089 -0.81 0.67 1.89
C -0.170681 1.850580 -0.150502 1.64 -1.44 -4.16
C -0.213259 2.831397 1.118280 -1.32 -0.17 -0.96
C 0.805216 2.085835 -1.393016 -3.47 -2.97 1.95
C 1.839888 3.297067 -1.463340 0.69 -0.23 -0.63
C 3.075784 3.110908 -0.423487 -0.66 -0.03 5.15
O 2.880905 3.115533 0.831922 0.35 0.01 -5.76
O 4.429041 2.957071 -0.859621 -2.64 -1.80 -0.28
C 4.816119 1.581608 -0.989213 4.67 -1.98 -2.10
C 3.995617 0.308471 -0.482072 -0.02 -0.13 0.71
O 5.939955 1.363539 -1.527465 -5.10 1.43 2.37
C 0.574710 0.986419 -2.473275 0.74 -0.65 0.93
P 1.671458 1.197075 -4.050391 0.39 -0.68 -2.31
O 0.919298 0.229756 -5.276974 1.26 0.12 3.21
O 3.184911 0.388912 -3.764926 -2.03 0.81 -0.28
N -0.280050 -0.130715 -2.517753 1.75 3.07 1.39
N -1.093679 -0.308394 -1.477074 0.83 2.81 2.03
C -2.051178 -1.482724 -1.541137 -0.43 -1.34 -1.26
C -1.813754 -2.194955 -2.989644 -1.93 2.12 -4.24
O -2.334510 -1.715683 -4.034781 2.68 -2.47 5.47
Cl -0.763317 -3.702704 -3.159218 -1.12 1.74 0.75
H 1.288710 -2.381605 0.041166 -0.80 -0.59 1.57
H 0.024915 -3.463879 0.940786 1.43 1.23 0.28
H 1.735753 -3.140888 1.687938 -1.54 0.68 -1.06
H 0.848429 -0.461494 1.380540 -0.88 -0.99 0.96
H 0.652943 -1.494708 2.966768 -0.82 0.56 -1.81
H -3.146693 0.026812 0.404200 1.87 0.10 0.71
H -2.225966 1.114753 1.562018 0.45 -1.01 -1.40
H 0.303379 3.824653 0.854026 -0.52 -1.86 0.51
H -1.331815 3.097079 1.282809 1.86 -0.51 -0.15
H 0.193288 2.353201 2.076492 -0.41 0.68 -1.57
H 2.327655 3.409680 -2.497278 -1.04 -0.36 1.40
H 1.267026 4.278292 -1.247818 1.07 -1.64 -0.05
H 4.774882 -0.419622 -0.027724 -1.19 1.46 -0.85
H 3.221507 0.517771 0.332518 1.06 -0.08 -1.18
H 3.497729 -0.263697 -1.340029 0.82 1.19 0.97
H 0.932164 -0.710697 -4.956477 -0.22 0.84 -0.61
H 3.803183 0.697146 -4.473148 -0.64 -0.22 0.76
H -1.868619 -2.250822 -0.715773 -0.08 1.45 -0.89
H -3.155924 -1.133328 -1.574067 1.94 -0.38 0.08
C 5.601971 6.346214 4.543458 0.04 0.17 0.05
C 5.048790 5.000726 4.929133 -0.28 -0.32 0.59
O 4.583346 4.783370 6.039440 0.10 0.13 -0.29
N 5.076052 4.006224 3.998332 -0.02 0.35 0.19
C 5.577801 4.057334 2.642588 -0.19 -0.46 0.09
H 5.509793 7.029908 5.388033 -0.04 -0.22 -0.06
H 6.659416 6.257905 4.284496 -0.09 0.09 -0.15
H 5.038541 6.757732 3.702893 0.19 0.01 -0.06
H 4.687634 3.135478 4.333253 0.08 0.12 -0.04
H 4.758181 3.804327 1.966657 0.28 0.12 -0.15
H 6.367171 3.308318 2.542702 0.09 0.15 -0.27
H 5.972858 5.037973 2.383576 -0.04 -0.10 0.14
C -4.812338 -1.011941 -5.756891 0.19 0.13 0.02
C -5.967322 -0.999680 -4.792629 -0.34 0.02 0.33
O -5.809634 -0.806737 -3.590555 0.18 -0.03 -0.03
N -7.216534 -1.210826 -5.287098 0.61 0.10 0.26
C -7.610937 -1.454601 -6.657505 -0.41 -0.01 0.25
H -3.886001 -0.828848 -5.210711 -0.41 -0.01 -0.12
H -4.739723 -1.986747 -6.244298 0.00 0.13 -0.14
H -4.935738 -0.222782 -6.502135 -0.02 -0.18 -0.11
H -7.936389 -1.187429 -4.577811 0.07 -0.01 -0.12
H -8.311839 -0.672119 -6.956511 0.05 -0.12 -0.26
H -8.117268 -2.421418 -6.701250 0.03 0.05 -0.28
H -6.761305 -1.459270 -7.337569 -0.05 0.02 0.17
C -2.595183 -3.735402 5.394619 -0.06 0.16 0.08
C -1.280347 -4.183989 4.816583 0.47 -0.05 -0.14
O -0.317084 -3.430409 4.728198 -0.13 0.09 -0.16
N -1.177154 -5.469858 4.384264 -0.09 0.58 0.13
C -2.186020 -6.507003 4.400450 0.40 -0.21 -0.17
H -2.520135 -2.689157 5.693386 0.12 -0.17 -0.08
H -3.385312 -3.824932 4.645692 -0.06 -0.11 0.16
H -2.840187 -4.329796 6.277488 -0.15 0.00 -0.13
H -0.265059 -5.693847 4.010540 -0.12 -0.02 0.09
H -1.808005 -7.343232 4.992542 -0.28 -0.08 -0.03
H -2.348507 -6.842791 3.373785 -0.23 -0.14 0.12
H -3.127812 -6.161023 4.822003 0.17 0.04 -0.04
```
Positions in Å, forces in eV/Å.

Mulliken atomic charge list, values in e, 6 entries: atom 1 (C): -0.8595, atom 2 (C): 0.1926, atom 3 (S): -0.0555, atom 4 (C): -1.0469, atom 5 (C): 0.6794, atom 6 (C): 0.1817